(1)
{"formula": "C44H52AsBiF6N7S4SbTe", "method": "ωB97M-V with the def2-TZVPD basis set", "species": ["Bi", "N", "C", "C", "N", "C", "C", "N", "H", "H", "H", "H", "H", "H", "H", "H", "H", "H", "H", "H", "H", "N", "S", "N", "S", "N", "S", "N", "C", "C", "C", "C", "C", "C", "C", "C", "C", "C", "C", "C", "C", "C", "C", "C", "C", "C", "C", "C", "C", "C", "C", "C", "C", "C", "C", "C", "C", "C", "C", "C", "C", "C", "C", "C", "H", "H", "H", "H", "H", "H", "H", "H", "H", "H", "H", "H", "H", "H", "H", "H", "H", "H", "H", "H", "H", "H", "H", "H", "H", "H", "H", "H", "H", "H", "S", "C", "Te", "F", "Sb", "F", "F", "F", "F", "F", "C", "As", "C", "C", "H", "H", "H", "H", "H", "H", "H", "H", "H"], "xyz": [[0.627, -0.166, 1.247], [0.271, -2.340, -0.450], [-0.895, -3.179, -0.166], [-1.192, -3.221, 1.328], [-1.593, -1.912, 1.816], [-1.994, -1.908, 3.211], [-2.404, -0.520, 3.680], [-1.248, 0.372, 3.746], [1.092, -2.709, 0.019], [0.442, -2.332, -1.452], [-1.753, -2.761, -0.697], [-0.759, -4.210, -0.515], [-1.961, -3.987, 1.516], [-0.286, -3.507, 1.873], [-2.327, -1.529, 1.224], [-2.834, -2.599, 3.391], [-1.141, -2.258, 3.805], [-3.111, -0.099, 2.961], [-2.915, -0.620, 4.647], [-1.548, 1.326, 3.910], [-0.641, 0.108, 4.515], [2.037, 0.224, -0.348], [2.888, 1.609, -0.289], [2.106, 1.125, 2.365], [2.842, 0.707, 3.576], [3.214, -0.818, 3.907], [2.620, -2.054, 3.097], [1.797, -1.916, 1.870], [4.039, -3.085, 2.747], [5.070, -3.177, 3.670], [6.190, -3.929, 3.360], [6.268, -4.586, 2.138], [5.216, -4.511, 1.233], [4.097, -3.754, 1.536], [1.767, -2.991, 4.377], [1.661, -4.369, 4.270], [0.951, -5.076, 5.226], [0.345, -4.407, 6.281], [0.441, -3.025, 6.373], [1.149, -2.314, 5.417], [2.004, 1.285, 5.068], [1.037, 2.262, 4.890], [0.438, 2.834, 6.002], [0.799, 2.414, 7.275], [1.767, 1.432, 7.441], [2.385, 0.869, 6.336], [4.373, 1.581, 3.873], [5.462, 0.941, 4.438], [6.557, 1.694, 4.836], [6.551, 3.071, 4.677], [5.448, 3.702, 4.112], [4.355, 2.959, 3.708], [3.594, 1.677, -1.954], [3.632, 0.533, -2.732], [4.221, 0.584, -3.988], [4.758, 1.774, -4.452], [4.692, 2.922, -3.675], [4.100, 2.878, -2.424], [4.473, 0.997, 0.364], [4.739, -0.341, 0.593], [6.004, -0.720, 1.024], [6.989, 0.233, 1.232], [6.713, 1.574, 1.004], [5.453, 1.956, 0.576], [4.983, -2.650, 4.611], [7.010, -3.997, 4.062], [7.155, -5.149, 1.886], [5.273, -5.032, 0.288], [3.269, -3.655, 0.848], [2.140, -4.881, 3.444], [0.871, -6.151, 5.149], [-0.195, -4.964, 7.034], [-0.033, -2.502, 7.192], [1.240, -1.238, 5.475], [0.778, 2.543, 3.877], [-0.301, 3.613, 5.870], [0.328, 2.858, 8.142], [2.049, 1.117, 8.436], [3.149, 0.110, 6.440], [5.442, -0.134, 4.555], [7.407, 1.205, 5.292], [7.404, 3.657, 4.992], [5.429, 4.779, 4.010], [3.483, 3.423, 3.263], [3.227, -0.390, -2.340], [4.269, -0.308, -4.599], [5.226, 1.811, -5.427], [5.111, 3.848, -4.043], [4.017, 3.772, -1.820], [3.958, -1.068, 0.417], [6.227, -1.767, 1.179], [7.977, -0.069, 1.554], [7.482, 2.319, 1.158], [5.233, 2.999, 0.382], [0.125, 3.776, -2.264], [0.909, 2.498, -1.666], [0.314, 0.496, -1.581], [-2.449, -0.746, -1.674], [-2.263, -0.720, -3.595], [-1.498, 1.020, -3.568], [-0.565, -1.608, -3.499], [-2.976, -2.482, -3.558], [-2.121, -0.735, -5.465], [-3.997, 0.026, -3.647], [-3.626, 2.724, 1.698], [-2.971, 1.398, 0.361], [-3.482, 2.503, -1.169], [-4.619, 0.294, 0.376], [-4.607, 3.100, 1.406], [-2.933, 3.566, 1.733], [-3.699, 2.305, 2.704], [-3.284, 1.985, -2.104], [-2.898, 3.423, -1.168], [-4.543, 2.748, -1.125], [-5.506, 0.928, 0.400], [-4.647, -0.385, 1.231], [-4.649, -0.301, -0.536]], "orbital_gap_ev": 4.7, "e_tot_ev": -197052.8438, "homo_energy_ev": -5.2, "largest_force_ha_per_bohr": 0.03372, "multiplicity": 1}

---

(2)
{"formula": "C44H52AsBrO6PW", "method": "ωB97M-V with the def2-TZVPD basis set", "species": ["W", "C", "C", "O", "C", "C", "O", "C", "C", "O", "C", "C", "O", "C", "C", "O", "C", "C", "O", "H", "H", "H", "H", "H", "H", "H", "H", "H", "H", "H", "H", "H", "H", "H", "H", "H", "H", "H", "H", "H", "H", "H", "H", "C", "C", "As", "C", "C", "C", "C", "C", "C", "C", "C", "C", "C", "C", "C", "P", "C", "C", "C", "C", "C", "C", "C", "C", "C", "C", "C", "C", "H", "H", "H", "H", "H", "H", "H", "H", "H", "H", "H", "H", "H", "H", "H", "H", "H", "H", "H", "H", "H", "H", "H", "H", "Br", "C", "C", "C", "C", "C", "C", "H", "H", "H", "H"], "xyz": [[0.002, 0.885, 1.756], [3.007, -0.226, 2.149], [3.160, 1.257, 2.151], [2.186, 1.775, 1.225], [2.548, 3.171, 0.997], [1.512, 3.811, 0.132], [0.282, 3.377, 0.697], [-0.896, 3.840, 0.056], [-1.923, 3.722, 1.136], [-1.759, 2.428, 1.796], [-2.463, 2.469, 3.058], [-2.841, 1.065, 3.344], [-1.635, 0.262, 3.181], [-1.988, -1.143, 3.317], [-2.076, -1.628, 1.904], [-0.785, -1.274, 1.344], [0.127, -2.380, 1.623], [1.503, -1.879, 1.425], [1.583, -0.578, 2.084], [3.425, -0.689, 3.041], [3.471, -0.653, 1.261], [4.160, 1.507, 1.794], [3.011, 1.707, 3.130], [3.527, 3.188, 0.519], [2.606, 3.653, 1.975], [1.595, 3.506, -0.909], [1.598, 4.899, 0.191], [-1.126, 3.233, -0.823], [-0.797, 4.885, -0.244], [-2.945, 3.784, 0.762], [-1.759, 4.492, 1.891], [-3.358, 3.082, 2.958], [-1.810, 2.893, 3.819], [-3.587, 0.706, 2.633], [-3.204, 0.937, 4.362], [-2.917, -1.231, 3.875], [-1.196, -1.619, 3.889], [-2.835, -1.103, 1.329], [-2.229, -2.701, 1.799], [-0.104, -3.209, 0.953], [-0.017, -2.701, 2.654], [1.760, -1.734, 0.382], [2.223, -2.552, 1.888], [0.351, -1.275, -1.587], [1.698, -1.739, -2.096], [1.639, -3.589, -2.856], [0.230, -3.286, -4.165], [-0.600, -4.343, -4.535], [-1.515, -4.191, -5.568], [-1.599, -2.987, -6.255], [-0.758, -1.939, -5.911], [0.154, -2.090, -4.875], [0.607, -4.410, -1.392], [-0.785, -4.400, -1.273], [-1.412, -5.078, -0.231], [-0.658, -5.761, 0.718], [0.728, -5.763, 0.621], [1.352, -5.100, -0.433], [0.093, 0.467, -0.982], [1.250, 1.442, -1.963], [2.615, 1.217, -1.773], [3.554, 1.929, -2.501], [3.139, 2.877, -3.430], [1.784, 3.102, -3.632], [0.842, 2.388, -2.904], [-1.588, 0.726, -1.631], [-1.820, 0.638, -3.009], [-3.110, 0.678, -3.512], [-4.196, 0.780, -2.651], [-3.983, 0.831, -1.281], [-2.688, 0.802, -0.780], [-0.046, -1.945, -0.833], [-0.367, -1.327, -2.409], [2.474, -1.801, -1.329], [2.091, -1.086, -2.875], [-0.531, -5.300, -4.031], [-2.148, -5.022, -5.850], [-2.300, -2.878, -7.072], [-0.790, -1.012, -6.472], [0.831, -1.271, -4.651], [-1.388, -3.904, -2.023], [-2.496, -5.113, -0.189], [-1.148, -6.320, 1.506], [1.322, -6.321, 1.335], [2.431, -5.164, -0.532], [2.954, 0.471, -1.063], [4.610, 1.738, -2.357], [3.871, 3.430, -4.004], [1.457, 3.832, -4.362], [-0.207, 2.594, -3.063], [-0.996, 0.513, -3.702], [-3.268, 0.614, -4.580], [-5.202, 0.808, -3.047], [-4.827, 0.891, -0.605], [-2.555, 0.853, 0.289], [1.899, 3.558, 7.665], [1.381, 2.893, 6.000], [1.310, 1.520, 5.791], [0.936, 1.034, 4.548], [0.611, 1.898, 3.485], [0.676, 3.274, 3.732], [1.061, 3.769, 4.968], [1.552, 0.837, 6.595], [0.900, -0.044, 4.428], [0.426, 3.980, 2.952], [1.107, 4.837, 5.138]], "orbital_gap_ev": [5.4, 5.4], "e_tot_ev": -200724.1443, "homo_energy_ev": [-14.7, -14.7], "largest_force_ha_per_bohr": 0.00491, "total_charge": 3, "s2": 2.02, "multiplicity": 3}

---

(3)
{"formula": "C44H52ClF3O10", "method": "ωB97M-V with the def2-TZVPD basis set", "species": ["C", "O", "C", "C", "C", "C", "C", "C", "Cl", "C", "C", "C", "C", "C", "C", "C", "C", "C", "C", "C", "C", "C", "O", "C", "O", "C", "O", "C", "O", "C", "C", "C", "C", "C", "C", "C", "C", "F", "F", "F", "C", "O", "H", "H", "H", "H", "H", "H", "H", "H", "H", "H", "H", "H", "H", "H", "H", "H", "H", "H", "H", "H", "H", "H", "H", "H", "H", "H", "H", "H", "C", "C", "O", "C", "H", "H", "H", "H", "H", "H", "C", "C", "O", "C", "H", "H", "H", "H", "H", "H", "C", "C", "O", "C", "H", "H", "H", "H", "H", "H", "C", "C", "O", "C", "H", "H", "H", "H", "H", "H"], "xyz": [[-0.513, -3.578, -0.342], [0.557, -2.785, -0.906], [1.527, -2.393, 0.122], [2.879, -1.998, -0.697], [3.361, -0.481, -0.421], [2.864, 0.541, -1.569], [1.247, 0.507, -1.517], [0.554, 1.183, -0.303], [1.466, 2.033, 1.059], [-0.997, 1.182, -0.232], [-1.864, 0.521, -1.375], [-1.189, -0.160, -2.596], [-2.049, -0.812, -3.776], [-2.773, -2.194, -3.571], [-3.614, -2.852, -4.727], [-3.733, -2.141, -6.097], [-3.042, -0.780, -6.349], [-2.220, -0.125, -5.179], [0.391, -0.158, -2.661], [1.121, -0.821, -3.947], [1.137, 0.302, -5.125], [2.468, 1.230, -5.083], [1.071, -0.280, -6.451], [-3.468, 0.627, -1.211], [-4.259, -0.283, -1.558], [-3.969, 2.002, -0.508], [-5.196, 2.558, -0.990], [-5.150, 2.720, -2.437], [-4.523, 3.699, -2.935], [-5.844, 1.719, -3.452], [-6.950, 0.755, -2.898], [-7.704, -0.287, -3.785], [-7.286, -0.350, -5.301], [-6.213, 0.598, -5.907], [-5.492, 1.648, -4.982], [-3.177, 2.613, 0.516], [-3.614, 4.003, 1.208], [-3.630, 4.964, 0.136], [-4.888, 3.957, 1.810], [-2.594, 4.478, 2.097], [-1.810, 1.881, 0.977], [-1.444, 1.833, 2.175], [-0.411, -4.705, -0.536], [-1.525, -3.267, -0.813], [-0.597, -3.363, 0.777], [1.681, -3.313, 0.796], [1.090, -1.513, 0.707], [3.722, -2.733, -0.406], [2.700, -2.137, -1.822], [4.514, -0.506, -0.333], [2.982, -0.202, 0.628], [3.244, 1.613, -1.426], [3.218, 0.167, -2.587], [-2.680, -2.701, -2.551], [-4.100, -3.860, -4.470], [-4.352, -2.621, -6.921], [-3.079, -0.205, -7.336], [-1.739, 0.899, -5.397], [2.157, -1.228, -3.705], [0.487, -1.716, -4.311], [0.254, 1.019, -4.915], [2.211, 2.158, -4.448], [2.621, 1.636, -6.156], [3.386, 0.665, -4.708], [0.834, 0.431, -7.097], [-7.247, 0.811, -1.799], [-8.513, -0.955, -3.334], [-7.774, -1.113, -6.004], [-5.930, 0.552, -7.021], [-4.711, 2.346, -5.448], [6.462, -4.939, -0.967], [6.658, -3.470, -0.707], [5.893, -2.846, 0.009], [7.834, -2.800, -1.363], [5.577, -5.287, -0.431], [6.314, -5.111, -2.036], [7.330, -5.498, -0.611], [7.748, -2.876, -2.449], [8.762, -3.265, -1.023], [7.850, -1.744, -1.086], [-2.948, 4.950, 5.319], [-2.440, 4.456, 6.646], [-2.055, 5.229, 7.505], [-2.426, 2.968, 6.872], [-2.901, 6.041, 5.296], [-2.326, 4.557, 4.513], [-3.987, 4.642, 5.180], [-1.780, 2.486, 6.135], [-3.442, 2.572, 6.803], [-2.035, 2.757, 7.870], [-2.941, 1.166, 11.103], [-4.426, 1.032, 10.893], [-5.012, 0.000, 11.159], [-5.158, 2.227, 10.340], [-2.547, 0.230, 11.504], [-2.448, 1.374, 10.151], [-2.737, 1.967, 11.817], [-4.763, 2.481, 9.354], [-5.053, 3.075, 11.021], [-6.219, 1.987, 10.242], [11.626, -1.974, 1.928], [10.224, -2.492, 1.752], [10.006, -3.548, 1.186], [9.100, -1.654, 2.301], [12.331, -2.680, 1.484], [11.732, -1.010, 1.425], [11.854, -1.873, 2.991], [9.094, -0.676, 1.815], [9.216, -1.539, 3.381], [8.147, -2.150, 2.102]], "orbital_gap_ev": 7.2, "smiles": "COCCCCc1c(Cl)c2c(c(-c3ccccc3)c1C[C@@H](C)O)C(=O)C(OC(=O)c1ccccc1)=C(C(F)(F)F)C2=O.CC(C)=O.CC(C)=O.CC(C)=O.CC(C)=O", "e_tot_ev": -87604.1490, "homo_energy_ev": -8.8, "largest_force_ha_per_bohr": 0.10579, "multiplicity": 1}

---

(4)
{"formula": "C44H53KN5O7PS4", "method": "ωB97M-V with the def2-TZVPD basis set", "species": ["K", "C", "C", "S", "C", "C", "S", "C", "C", "S", "H", "H", "H", "H", "H", "H", "H", "H", "H", "H", "H", "H", "C", "C", "C", "C", "C", "O", "C", "N", "C", "C", "C", "C", "C", "C", "P", "C", "C", "C", "C", "C", "C", "C", "C", "C", "C", "C", "C", "H", "H", "H", "H", "H", "H", "H", "H", "H", "H", "H", "H", "H", "H", "H", "H", "H", "H", "H", "H", "H", "H", "H", "H", "O", "C", "O", "C", "C", "C", "C", "C", "N", "H", "H", "H", "H", "C", "C", "S", "O", "O", "C", "C", "N", "C", "N", "C", "C", "N", "O", "O", "C", "H", "H", "H", "H", "H", "H", "H", "H", "H", "H", "H", "H", "H"], "xyz": [[0.300, 1.168, -0.793], [-4.098, 1.587, 2.695], [-2.932, 0.724, 3.156], [-1.425, 0.879, 2.128], [-0.300, 1.893, 3.139], [-0.750, 3.299, 3.475], [-0.802, 4.449, 2.054], [-2.353, 4.002, 1.203], [-3.627, 4.340, 1.951], [-4.077, 3.283, 3.378], [-5.027, 1.143, 3.054], [-4.135, 1.654, 1.610], [-3.214, -0.327, 3.078], [-2.664, 0.944, 4.187], [0.604, 1.916, 2.530], [-0.094, 1.336, 4.055], [-0.020, 3.750, 4.148], [-1.725, 3.323, 3.958], [-2.299, 2.953, 0.923], [-2.316, 4.603, 0.294], [-4.474, 4.301, 1.262], [-3.561, 5.336, 2.388], [-0.335, -0.277, -3.591], [0.973, -0.997, -3.894], [2.111, -0.005, -4.093], [1.313, -2.046, -2.819], [2.305, -3.112, -3.355], [3.343, -3.138, -2.396], [3.067, -2.169, -1.484], [1.977, -1.534, -1.634], [4.049, -2.047, -0.409], [5.016, -3.056, -0.325], [5.971, -3.052, 0.666], [5.997, -2.013, 1.584], [5.063, -1.001, 1.494], [4.068, -1.001, 0.517], [2.800, 0.336, 0.602], [3.886, 1.791, 0.698], [5.181, 1.798, 0.197], [5.957, 2.941, 0.287], [5.444, 4.091, 0.860], [4.133, 4.107, 1.309], [3.359, 2.968, 1.224], [2.537, 0.002, 2.406], [3.019, 0.763, 3.466], [2.787, 0.366, 4.771], [2.082, -0.795, 5.037], [1.601, -1.561, 3.986], [1.828, -1.162, 2.684], [-0.637, 0.320, -4.450], [-0.217, 0.388, -2.740], [-1.125, -0.995, -3.377], [0.828, -1.567, -4.822], [2.268, 0.583, -3.192], [1.879, 0.677, -4.905], [3.042, -0.515, -4.331], [0.378, -2.520, -2.492], [2.736, -2.837, -4.323], [1.863, -4.109, -3.431], [4.987, -3.859, -1.045], [6.698, -3.850, 0.725], [6.729, -1.998, 2.377], [5.086, -0.194, 2.212], [5.587, 0.914, -0.275], [6.967, 2.934, -0.095], [6.056, 4.977, 0.944], [3.711, 5.013, 1.721], [2.326, 2.991, 1.545], [3.583, 1.667, 3.280], [3.174, 0.958, 5.588], [1.907, -1.104, 6.057], [1.059, -2.472, 4.187], [1.472, -1.763, 1.856], [2.617, 3.128, -3.278], [1.740, 3.045, -2.424], [1.815, 2.608, -1.258], [0.333, 3.517, -2.870], [0.218, 4.333, -3.994], [-1.041, 4.707, -4.422], [-2.145, 4.263, -3.707], [-1.922, 3.473, -2.593], [-0.721, 3.094, -2.184], [1.117, 4.644, -4.502], [-1.166, 5.333, -5.295], [-3.151, 4.519, -4.006], [-2.752, 3.126, -1.989], [-3.153, -5.730, 1.323], [-4.544, -5.286, 1.712], [-4.913, -3.650, 1.002], [-6.244, -3.286, 1.391], [-3.849, -2.746, 1.359], [-4.921, -3.916, -0.808], [-3.617, -3.536, -1.493], [-3.288, -2.136, -1.386], [-2.213, -1.590, -0.766], [-2.183, -0.280, -0.907], [-3.263, 0.057, -1.625], [-3.984, -1.076, -1.943], [-5.154, -1.133, -2.705], [-5.598, -2.226, -3.043], [-5.660, -0.061, -2.996], [-1.192, -2.332, -0.003], [-2.823, -6.550, 1.955], [-2.466, -4.898, 1.452], [-3.122, -6.068, 0.290], [-4.644, -5.147, 2.785], [-5.328, -5.947, 1.360], [-5.760, -3.345, -1.200], [-5.126, -4.971, -0.958], [-3.708, -3.792, -2.556], [-2.787, -4.099, -1.062], [-3.482, 1.062, -1.919], [-0.948, -3.283, -0.469], [-1.572, -2.508, 1.003], [-0.299, -1.718, 0.058]], "orbital_gap_ev": 7.2, "e_tot_ev": -137224.4338, "homo_energy_ev": -8.0, "largest_force_ha_per_bohr": 0.06376, "multiplicity": 1}